DFT (wB97M-V/def2-TZVPD) results for a 2-piece molecular cluster, C7H15N2 overall.

Total charge   +1
Total energy   -384.8362 Ha
LUMO level   -3.81 eV
ΔE to the lowest compared entry with this formula, charge and spin   421.7 kJ/mol
HOMO energy   -12.42 eV
Gap between HOMO and LUMO   8.61 eV

Each line ends with the Mulliken charge.
Atoms and positions in Å:
C  -0.1055  -0.1661  1.1397  -0.4464
C  -0.0504  1.0593  1.6410  1.0816
C  -0.6142  -0.0742  -1.0993  -0.6626
C  -0.3441  -1.3391  0.4986  0.0156
C  0.1199  2.2986  0.7825  -1.3324
C  -0.2206  1.1887  3.0648  -1.3634
C  0.5472  -1.1189  -2.9349  -0.8904
N  -0.6013  -0.8365  -2.1990  -0.0881
N  0.7629  -2.0530  0.1576  -0.4305
H  -1.6120  0.3416  -0.7253  0.3696
H  0.2479  0.6159  -1.1260  0.3252
H  -1.3232  -1.9019  0.3656  0.3837
H  1.1210  2.5039  0.2424  0.3113
H  -0.8329  2.3574  0.2502  0.3775
H  0.0605  3.0884  1.5272  0.4233
H  0.6886  1.5317  3.5809  0.3325
H  -0.9856  1.9021  3.3940  0.3826
H  -0.4778  0.0999  3.4265  0.3396
H  0.2234  -1.5107  -3.8890  0.3448
H  1.2854  -0.3027  -3.0510  0.2969
H  1.1431  -1.8869  -2.5077  0.3470
H  0.6258  -2.6752  -0.6985  0.2867
H  1.6583  -1.5462  0.3189  0.2828
H  -1.3165  -1.5763  -2.1593  0.3132